# 1
{"formula": "C3H6S3", "method": "the ωB97M-V functional and the def2-TZVPD basis", "symbols": ["C", "C", "C", "H", "H", "H", "H", "H", "H", "S", "S", "S"], "positions_angstrom": [[1.594, 1.257, 0.568], [0.307, -1.111, -0.177], [-2.264, -0.302, -0.575], [0.548, 1.962, 0.683], [2.422, 2.064, 0.443], [1.715, 0.623, 1.883], [1.060, -1.532, 0.473], [0.125, -1.987, -1.007], [-2.190, -0.691, -1.877], [1.455, -0.021, -0.881], [-1.131, -0.797, 0.765], [-3.641, 0.536, -0.299]], "charge": 0, "e_above_lowest_ev": 4.361, "orbital_gap_ha": 0.3012}

---

# 2
{"formula": "C4H7N3O", "method": "the ωB97M-V functional and the def2-TZVPD basis", "symbols": ["N", "C", "C", "N", "C", "C", "N", "O", "H", "H", "H", "H", "H", "H", "H"], "positions_angstrom": [[1.176, -0.567, -0.484], [0.623, 0.502, 0.342], [0.080, 1.600, -0.602], [1.744, -1.633, 0.270], [-1.041, 0.205, 0.504], [-1.665, -0.796, -0.103], [-0.420, 2.479, -1.229], [1.121, 0.824, 1.451], [1.890, -0.216, -1.110], [2.188, -1.246, 1.103], [0.980, -2.227, 0.575], [-1.385, 2.760, -1.347], [-1.437, 0.758, 1.347], [-1.201, -1.332, -0.923], [-2.655, -1.112, 0.206]], "charge": 0, "e_above_lowest_ev": 5.518, "orbital_gap_ha": 0.3111}

---

# 3
{"formula": "C7H8N2S", "method": "the ωB97M-V functional and the def2-TZVPD basis", "symbols": ["C", "C", "C", "C", "C", "C", "C", "N", "N", "S", "H", "H", "H", "H", "H", "H", "H", "H"], "positions_angstrom": [[3.187, 0.694, -0.058], [3.278, -0.765, 0.048], [1.860, 1.007, 0.001], [1.982, -1.253, 0.090], [-3.237, 0.229, 0.088], [-2.690, -1.093, 0.122], [-2.673, 1.419, -0.129], [1.118, -0.151, 0.017], [-0.226, -0.104, -0.032], [-1.047, -1.451, 0.134], [4.046, 1.412, -0.162], [4.170, -1.446, 0.054], [1.279, 1.967, 0.077], [1.542, -2.283, -0.020], [-4.241, 0.124, 0.212], [-3.249, -1.928, -0.049], [-3.411, 2.159, -0.022], [-1.689, 1.465, -0.372]], "charge": 0, "e_above_lowest_ev": 4.665, "orbital_gap_ha": [0.2544, 0.2523]}

---

# 4
{"formula": "C33H75F7N11O16S2", "method": "the ωB97M-V functional and the def2-TZVPD basis", "symbols": ["C", "C", "N", "C", "C", "C", "C", "C", "O", "C", "H", "H", "H", "H", "H", "H", "H", "H", "H", "H", "H", "H", "H", "H", "H", "H", "H", "H", "H", "H", "F", "C", "F", "F", "F", "S", "O", "O", "N", "S", "O", "O", "C", "F", "F", "F", "C", "O", "O", "O", "C", "C", "N", "C", "C", "C", "C", "H", "H", "H", "H", "H", "H", "H", "H", "H", "H", "H", "H", "H", "H", "H", "O", "C", "N", "C", "H", "H", "H", "H", "H", "O", "C", "N", "C", "H", "H", "H", "H", "H", "O", "C", "N", "C", "H", "H", "H", "H", "H", "O", "C", "N", "C", "H", "H", "H", "H", "H", "O", "C", "N", "C", "H", "H", "H", "H", "H", "O", "C", "N", "C", "H", "H", "H", "H", "H", "O", "C", "N", "C", "H", "H", "H", "H", "H", "O", "C", "N", "C", "H", "H", "H", "H", "H"], "positions_angstrom": [[-1.389, 1.179, 0.570], [-0.891, -0.246, 0.575], [0.200, -0.637, 1.608], [-0.108, -0.406, 3.171], [0.695, -2.168, 1.538], [1.983, -2.563, 2.167], [1.523, 0.162, 1.156], [1.975, 0.307, -0.287], [1.624, -0.844, -1.103], [1.785, -0.528, -2.516], [-1.359, 1.754, 1.495], [-2.396, 1.381, 0.206], [-0.738, 1.811, -0.034], [-0.815, -0.587, -0.458], [-1.695, -0.909, 0.894], [-0.783, -1.239, 3.366], [-0.515, 0.604, 3.137], [0.937, -0.610, 3.408], [0.688, -2.322, 0.459], [-0.137, -2.831, 1.779], [2.100, -3.623, 1.942], [2.062, -2.415, 3.244], [2.869, -2.063, 1.776], [2.445, -0.059, 1.693], [1.313, 1.148, 1.572], [3.060, 0.395, -0.350], [1.580, 1.209, -0.752], [2.793, -0.116, -2.553], [1.090, 0.231, -2.875], [1.853, -1.352, -3.225], [-3.374, -4.723, 5.003], [-6.706, 5.158, 7.367], [-7.600, 4.206, 7.239], [-5.798, 5.004, 6.444], [-7.273, 6.383, 7.119], [-5.799, 4.903, 9.120], [-4.402, 5.358, 9.125], [-6.651, 5.524, 10.139], [-5.874, 3.174, 9.333], [-4.964, 2.811, 10.547], [-4.742, 3.768, 11.608], [-5.410, 1.508, 10.971], [-3.269, 2.436, 9.504], [-3.049, 1.130, 9.432], [-3.406, 2.732, 8.206], [-2.380, 2.998, 10.112], [-6.268, 0.124, 3.185], [-6.274, -0.880, 2.465], [-7.275, 0.620, 3.609], [-5.508, -0.044, 4.141], [3.488, 3.561, -10.731], [2.498, 4.385, -9.919], [2.374, 4.145, -8.534], [1.055, 4.314, -8.014], [0.355, 3.066, -8.304], [3.361, 5.123, -7.892], [3.699, 4.866, -6.413], [4.382, 3.313, -10.158], [3.844, 4.097, -11.611], [3.049, 2.676, -11.192], [2.729, 5.403, -10.234], [1.561, 4.367, -10.476], [1.023, 4.691, -6.992], [0.689, 5.235, -8.467], [0.630, 2.211, -7.685], [-0.728, 3.182, -8.267], [0.517, 2.667, -9.306], [3.000, 6.149, -7.956], [4.357, 5.007, -8.322], [4.386, 5.610, -6.010], [4.150, 3.876, -6.333], [2.792, 4.760, -5.818], [4.754, -2.361, -7.887], [4.684, -1.192, -8.175], [3.698, -0.598, -8.774], [5.951, -0.332, -8.055], [2.910, -1.158, -9.066], [3.670, 0.401, -8.628], [6.963, -0.737, -8.078], [5.776, -0.063, -7.014], [5.884, 0.582, -8.646], [-8.694, 0.454, -4.828], [-9.138, 0.539, -3.678], [-10.276, 0.015, -3.313], [-8.449, 1.390, -2.604], [-10.525, -0.105, -2.341], [-10.886, -0.008, -4.117], [-8.645, 2.461, -2.644], [-7.407, 1.433, -2.923], [-8.611, 1.126, -1.559], [1.995, -9.615, 1.624], [1.229, -9.309, 2.622], [0.170, -8.649, 2.233], [1.642, -9.407, 4.056], [-0.334, -8.081, 2.899], [-0.174, -8.670, 1.283], [2.725, -9.288, 4.088], [1.402, -10.377, 4.490], [1.338, -8.619, 4.744], [1.592, 5.613, -0.268], [1.573, 6.584, -0.992], [2.677, 7.285, -1.180], [0.306, 7.241, -1.512], [2.866, 7.897, -1.961], [3.483, 6.758, -0.877], [-0.590, 7.182, -0.893], [-0.114, 6.899, -2.458], [0.445, 8.316, -1.625], [4.082, 0.251, 6.490], [4.461, -0.007, 7.602], [5.496, 0.643, 8.075], [3.679, -0.926, 8.576], [6.135, 1.000, 7.379], [5.377, 1.218, 8.897], [4.194, -1.885, 8.625], [2.640, -1.102, 8.297], [3.637, -0.544, 9.596], [3.797, -5.314, -2.219], [4.714, -5.105, -2.950], [4.743, -5.457, -4.249], [5.772, -4.018, -2.617], [4.002, -5.973, -4.702], [5.291, -4.872, -4.863], [6.695, -4.333, -3.103], [6.033, -4.020, -1.558], [5.338, -3.120, -3.057], [-0.967, -6.152, 9.849], [-0.830, -4.917, 10.107], [-1.368, -4.058, 9.261], [0.233, -4.452, 11.155], [-1.168, -3.083, 9.432], [-1.801, -4.290, 8.379], [1.236, -4.650, 10.775], [0.189, -4.956, 12.121], [0.176, -3.367, 11.245], [-5.376, -3.688, -3.525], [-4.236, -3.507, -3.905], [-3.251, -3.895, -3.099], [-3.936, -2.669, -5.174], [-2.478, -4.237, -3.651], [-3.587, -4.409, -2.297], [-3.442, -3.163, -6.011], [-3.414, -1.757, -4.886], [-4.899, -2.355, -5.577]], "charge": -3, "orbital_gap_ha": 0.0411}

---

# 5
{"formula": "C43H43CsN12O2", "method": "the ωB97M-V functional and the def2-TZVPD basis", "symbols": ["Cs", "O", "C", "N", "C", "C", "C", "C", "C", "C", "N", "C", "O", "C", "C", "C", "C", "C", "N", "C", "C", "C", "C", "C", "N", "H", "H", "H", "H", "H", "H", "H", "H", "H", "H", "H", "H", "C", "C", "C", "C", "C", "N", "C", "C", "C", "C", "C", "C", "C", "N", "C", "C", "C", "N", "C", "C", "N", "C", "C", "C", "N", "H", "H", "H", "H", "H", "H", "H", "H", "H", "H", "H", "H", "H", "H", "H", "H", "H", "H", "C", "N", "C", "C", "N", "N", "C", "C", "H", "H", "H", "H", "H", "H", "H", "H", "H", "H", "H", "H", "H"], "positions_angstrom": [[0.886, -0.493, 0.760], [4.726, 0.494, 1.478], [3.618, 0.355, 2.044], [2.960, -0.721, 2.424], [3.571, -1.991, 2.465], [4.777, -2.169, 3.157], [5.339, -3.419, 3.361], [4.692, -4.547, 2.860], [3.508, -4.392, 2.156], [2.924, -3.137, 1.936], [1.664, -3.020, 1.304], [1.411, -3.720, 0.219], [2.168, -4.444, -0.481], [-0.049, -3.652, -0.252], [-0.515, -4.687, -1.064], [-1.843, -4.694, -1.446], [-2.668, -3.650, -1.043], [-2.111, -2.636, -0.281], [-0.838, -2.644, 0.125], [2.873, 1.647, 2.401], [3.358, 2.406, 3.471], [2.686, 3.557, 3.829], [1.556, 3.939, 3.108], [1.162, 3.144, 2.048], [1.803, 2.023, 1.697], [5.268, -1.280, 3.537], [6.272, -3.512, 3.906], [5.110, -5.537, 3.007], [3.007, -5.256, 1.739], [0.190, -5.449, -1.362], [-2.237, -5.500, -2.056], [-3.713, -3.609, -1.323], [-2.703, -1.777, 0.025], [4.240, 2.069, 4.000], [3.030, 4.154, 4.668], [0.986, 4.823, 3.364], [0.287, 3.395, 1.453], [-2.703, 5.382, 5.214], [-2.669, 4.503, 3.989], [-2.855, 5.009, 2.704], [-2.772, 4.203, 1.583], [-2.486, 2.812, 1.646], [-2.238, 2.055, 0.563], [-2.932, 2.224, -0.584], [-4.343, 2.368, -0.614], [-5.079, 2.388, -1.785], [-4.471, 2.264, -3.032], [-5.264, 2.221, -4.314], [-3.085, 2.164, -3.037], [-2.331, 2.179, -1.873], [-0.908, 2.263, -2.037], [-0.268, 3.085, -2.909], [1.077, 2.856, -2.765], [1.157, 1.867, -1.760], [-0.042, 1.518, -1.326], [-2.377, 2.309, 2.975], [-2.436, 3.136, 4.085], [-2.291, 0.898, 3.233], [-3.078, 0.210, 4.096], [-2.647, -1.094, 4.090], [-1.574, -1.104, 3.172], [-1.374, 0.101, 2.657], [-2.962, 6.408, 4.944], [-3.442, 5.039, 5.945], [-1.737, 5.414, 5.727], [-3.048, 6.072, 2.576], [-2.891, 4.637, 0.596], [-4.847, 2.438, 0.343], [-6.161, 2.479, -1.728], [-6.311, 2.472, -4.128], [-4.883, 2.933, -5.053], [-5.244, 1.232, -4.782], [-2.557, 2.077, -3.983], [-0.818, 3.774, -3.527], [1.883, 3.345, -3.288], [2.045, 1.419, -1.329], [-2.290, 2.682, 5.061], [-3.881, 0.702, 4.621], [-3.053, -1.918, 4.652], [-0.952, -1.935, 2.853], [-0.271, -1.380, -4.230], [0.952, -2.149, -4.432], [0.654, -3.497, -4.904], [1.822, -2.117, -3.318], [1.416, -1.572, -2.243], [3.058, -2.709, -3.531], [3.954, -2.772, -2.386], [3.729, -2.519, -4.800], [-0.808, -1.344, -5.182], [-0.034, -0.368, -3.908], [-0.917, -1.824, -3.464], [-0.043, -4.008, -4.226], [1.564, -4.092, -4.961], [0.201, -3.447, -5.896], [2.131, -1.532, -1.526], [4.319, -1.778, -2.094], [4.814, -3.384, -2.661], [3.460, -3.254, -1.542], [3.006, -2.379, -5.598], [4.348, -3.391, -5.025], [4.385, -1.637, -4.777]], "charge": -2, "e_above_lowest_ev": 1.880, "orbital_gap_ha": 0.2003}

---

# 6
{"formula": "C44H43GeN4Y", "method": "the ωB97M-V functional and the def2-TZVPD basis", "symbols": ["Y", "C", "C", "C", "C", "C", "C", "C", "N", "C", "N", "C", "C", "C", "C", "C", "C", "C", "N", "C", "C", "C", "C", "C", "C", "C", "H", "H", "H", "H", "H", "H", "H", "H", "H", "H", "H", "H", "H", "H", "H", "H", "H", "H", "H", "H", "H", "H", "C", "Ge", "C", "C", "C", "C", "C", "C", "C", "C", "C", "C", "C", "C", "C", "C", "C", "C", "C", "C", "H", "H", "H", "H", "H", "H", "H", "H", "H", "H", "H", "H", "H", "H", "H", "H", "C", "C", "C", "N", "H", "H", "H", "H", "H"], "positions_angstrom": [[0.114, -0.844, 0.096], [-5.557, 3.417, -1.967], [-5.166, 2.512, -3.100], [-5.811, 2.570, -4.329], [-5.454, 1.735, -5.377], [-4.414, 0.835, -5.209], [-3.740, 0.768, -3.999], [-4.126, 1.589, -2.944], [-3.464, 1.556, -1.689], [-2.677, 0.506, -1.239], [-3.255, -0.698, -1.422], [-2.751, -2.032, -1.329], [-1.530, -2.301, -0.725], [-1.152, -3.649, -0.691], [-1.935, -4.665, -1.222], [-3.150, -4.337, -1.807], [-3.586, -3.020, -1.872], [-4.912, -2.692, -2.508], [-1.548, 0.732, -0.621], [-1.050, 2.075, -0.669], [-0.584, 2.605, -1.871], [-0.118, 3.906, -1.927], [-0.115, 4.686, -0.777], [-0.552, 4.147, 0.419], [-1.013, 2.834, 0.503], [-1.450, 2.261, 1.823], [-6.461, 3.972, -2.211], [-4.776, 4.151, -1.745], [-5.734, 2.850, -1.052], [-6.619, 3.281, -4.457], [-5.980, 1.793, -6.320], [-4.109, 0.189, -6.022], [-2.910, 0.084, -3.879], [-3.166, 2.456, -1.343], [-4.186, -0.621, -1.797], [-0.202, -3.931, -0.234], [-1.610, -5.697, -1.183], [-3.779, -5.113, -2.227], [-5.394, -3.597, -2.874], [-4.810, -2.011, -3.358], [-5.605, -2.227, -1.799], [-0.577, 1.976, -2.752], [0.246, 4.306, -2.864], [0.243, 5.707, -0.812], [-0.530, 4.748, 1.321], [-1.676, 3.059, 2.530], [-0.649, 1.665, 2.274], [-2.327, 1.621, 1.723], [1.940, -0.694, -1.167], [3.199, -0.702, 0.215], [2.803, 0.952, 1.263], [2.407, 1.076, 2.594], [2.159, 2.319, 3.176], [2.314, 3.474, 2.430], [2.694, 3.379, 1.096], [2.914, 2.139, 0.520], [5.110, -0.761, -0.202], [5.501, -0.769, -1.538], [6.846, -0.830, -1.885], [7.816, -0.877, -0.895], [7.440, -0.866, 0.443], [6.096, -0.811, 0.782], [2.962, -2.260, 1.495], [2.555, -3.436, 0.848], [2.283, -4.609, 1.540], [2.400, -4.640, 2.923], [2.813, -3.498, 3.592], [3.091, -2.333, 2.884], [2.125, -1.495, -1.900], [2.290, 0.193, 3.207], [1.859, 2.384, 4.217], [2.139, 4.444, 2.880], [2.803, 4.276, 0.499], [3.176, 2.076, -0.530], [4.736, -0.720, -2.306], [7.136, -0.839, -2.928], [8.864, -0.923, -1.163], [8.196, -0.902, 1.219], [5.816, -0.812, 1.831], [2.428, -3.421, -0.232], [1.976, -5.497, 1.001], [2.183, -5.549, 3.471], [2.937, -3.522, 4.670], [3.464, -1.482, 3.442], [1.000, -0.644, 5.770], [-0.380, -0.952, 5.187], [-0.338, -1.075, 3.730], [-0.289, -1.188, 2.592], [0.927, -0.567, 6.853], [1.384, 0.299, 5.384], [1.710, -1.431, 5.523], [-1.101, -0.171, 5.431], [-0.778, -1.892, 5.571]], "charge": 0, "e_above_lowest_ev": 0.071, "orbital_gap_ha": 0.2080}